[1]
Entry from the OMol25 dataset: a molecular structure, C4H11LaO3 in a non-equilibrium geometry (ωB97M-V with the def2-TZVPD basis set).

Each line ends with the natural charge from an NBO analysis.
Element x y z (Å)
C1 2.05942 -0.54255 2.03153  -0.229
H1 2.42869 -1.34056 2.70370  0.167
H2 2.70259 0.30066 2.34658  0.207
H3 1.01497 -0.38394 2.36294  0.184
O1 2.23336 -1.32053 0.60138  -1.139
La1 1.90257 -3.40190 -0.64202  0.871
H4 1.47510 -0.07062 -0.20599  0.518
O2 1.28100 1.04816 0.04778  -0.795
C2 -2.13844 -0.28876 -2.14893  -0.245
O3 -1.11513 0.52056 -1.63202  -0.538
C3 -1.14381 0.62403 -0.22990  -0.085
C4 -0.02185 1.52123 0.25061  -0.062
H5 -1.96125 -0.40568 -3.22516  0.193
H6 -2.14518 -1.29786 -1.69945  0.156
H7 -3.12689 0.16105 -1.94784  0.164
H8 -1.03729 -0.38311 0.21739  0.152
H9 -2.10839 1.04681 0.11094  0.163
H10 -0.19952 1.72228 1.32354  0.145
H11 -0.09995 2.49075 -0.26505  0.173

Summary:
E_HOMO (alpha / beta), eV: -6.1 / -6.1
Energy relative to the best compared isomer or geometry (same formula, charge and spin), kcal per mole: 34.90
Net charge: 0
Orbital gap (alpha / beta), eV: 5.57 / 5.57

---

[2]
Entry from the OMol25 dataset: 2 unconnected molecules or ions with the total composition C16H20O in a non-equilibrium geometry (ωB97M-V with the def2-TZVPD basis set).

Each line ends with the natural charge from an NBO analysis.
Element x y z (Å)
C1 -2.27859 -0.42309 -2.57354  -0.601
C2 -1.04942 -0.05030 -1.67823  -0.419
C3 0.10532 -0.06422 -2.68054  -0.035
C4 0.93630 -1.17747 -2.84297  -0.198
C5 1.69725 -1.46090 -3.95993  -0.291
C6 1.83375 -0.40081 -4.87424  0.296
O1 2.23941 -0.59497 -6.15518  -0.678
C7 1.21272 0.82313 -4.64406  -0.264
C8 0.32212 0.98066 -3.56948  -0.194
H1 -2.60533 0.44950 -3.11272  0.210
H2 -3.12568 -0.75121 -1.96747  0.205
H3 -2.01736 -1.29981 -3.19552  0.217
H4 -1.03540 0.87971 -1.13811  0.213
H5 -0.86171 -0.83392 -0.92579  0.204
H6 0.96178 -1.90856 -2.03270  0.205
H7 2.28433 -2.37836 -4.01855  0.217
H8 2.46887 -1.49298 -6.36389  0.482
H9 1.26162 1.58148 -5.41358  0.223
H10 -0.28629 1.87985 -3.54638  0.210
C9 -0.94495 2.17201 2.08239  -0.599
C10 -0.99825 0.62925 2.11810  -0.426
C11 -0.22780 0.06017 3.29638  -0.001
C12 1.09652 0.36117 3.50961  -0.231
C13 1.75430 -0.07571 4.68598  -0.188
C14 1.01301 -0.78102 5.63058  -0.235
C15 -0.33069 -1.04262 5.43901  -0.202
C16 -0.97004 -0.68365 4.26914  -0.215
H11 -1.19710 2.58794 3.03099  0.209
H12 -1.67786 2.56885 1.38492  0.207
H13 0.03846 2.50592 1.76046  0.205
H14 -2.03551 0.27992 2.15525  0.200
H15 -0.76268 0.21456 1.13995  0.213
H16 1.75301 0.82913 2.79246  0.211
H17 2.83191 0.01815 4.75364  0.212
H18 1.61738 -1.13395 6.46129  0.214
H19 -0.98967 -1.55284 6.12174  0.213
H20 -2.03373 -0.71499 4.06095  0.212

Summary:
E_HOMO, eV: -8.2
Energy relative to the best compared isomer or geometry (same formula, charge and spin), kcal per mole: 12.90
Net charge: 0
Orbital gap, eV: 9.07

---

[3]
Entry from the OMol25 dataset: a molecular structure, C16H25N4O9P2V in a non-equilibrium geometry (ωB97M-V with the def2-TZVPD basis set).

Each line ends with the natural charge from an NBO analysis.
Element x y z (Å)
V1 0.99532 0.47263 -0.48650  1.314
C1 3.56483 -2.73179 -1.41912  -0.664
C2 3.05093 -1.64345 -0.52614  0.450
O1 2.12285 -0.95274 -1.04412  -0.739
C3 3.54030 -1.41554 0.73582  -0.464
C4 3.04460 -0.40800 1.61731  0.281
C5 3.66849 -0.29391 2.97826  -0.657
N1 2.06622 0.36257 1.29251  -0.440
N2 1.65584 1.24094 2.30207  -0.437
C6 0.64129 1.93642 1.88170  0.519
O2 0.09588 1.81942 0.71804  -0.806
C7 0.03352 2.93921 2.80217  -0.008
C8 0.49639 3.09077 4.10654  -0.201
C9 -0.08486 4.02027 4.95335  -0.227
C10 -1.13622 4.81018 4.50471  -0.226
C11 -1.59870 4.66269 3.20552  -0.223
C12 -1.01738 3.73058 2.35724  -0.208
H1 4.07427 -2.28504 -2.27178  0.227
H2 2.71802 -3.29839 -1.80333  0.228
H3 4.25210 -3.40631 -0.90656  0.198
H4 4.34148 -2.04616 1.09719  0.198
H5 4.51786 -0.96972 3.06827  0.199
H6 2.93840 -0.52977 3.75069  0.228
H7 3.99310 0.72740 3.16734  0.233
H8 1.31437 2.46662 4.44009  0.232
H9 0.28158 4.12862 5.96704  0.201
H10 -1.59217 5.53680 5.16633  0.200
H11 -2.41726 5.27487 2.84698  0.202
H12 -1.36431 3.59906 1.34151  0.236
O3 -2.38889 -0.52554 -2.86123  -1.012
P1 -1.23077 -1.60943 -3.03209  2.568
O4 -1.69364 -2.80788 -3.73345  -1.111
O5 -0.65443 -1.83871 -1.59447  -1.051
O6 -0.05234 -0.83521 -3.77092  -1.091
P2 0.40681 0.72801 -3.50996  2.536
O7 -0.52245 1.47045 -4.59040  -0.997
O8 1.83721 0.90503 -3.77743  -1.112
O9 -0.18571 1.09269 -2.15080  -1.197
H13 -1.99573 0.25392 -2.42183  0.520
H14 -0.03041 1.62196 -5.39926  0.503
N3 -2.20999 -2.74508 0.43903  -0.654
C13 -3.34103 -1.80515 0.60952  -0.240
C14 -3.08605 -0.89541 1.81873  -0.231
N4 -1.69477 -0.51647 1.94512  -0.626
C15 -0.81797 -1.67114 2.12342  -0.231
C16 -1.47133 -2.98544 1.68131  -0.238
H15 -1.29362 -2.32763 -0.96349  0.529
H16 -2.53820 -3.61837 0.04488  0.378
H17 -4.29055 -2.34127 0.72517  0.174
H18 -3.41290 -1.20139 -0.29856  0.204
H19 -3.39242 -1.39830 2.74133  0.176
H20 -3.70384 0.00031 1.74017  0.208
H21 -1.39819 0.05098 1.15419  0.383
H22 -0.51450 -1.76325 3.17333  0.180
H23 0.09120 -1.50544 1.54074  0.220
H24 -2.12392 -3.38328 2.46970  0.160
H25 -0.70367 -3.73598 1.48751  0.209

Summary:
E_HOMO (alpha / beta), eV: -4.0 / -3.3
Energy relative to the best compared isomer or geometry (same formula, charge and spin), kcal per mole: 0.00
Net charge: -1
Orbital gap (alpha / beta), eV: 6.68 / 5.98
Spin multiplicity: 2

---

[4]
Entry from the OMol25 dataset: a molecular structure, C26H34N4O3V in a non-equilibrium geometry (ωB97M-V with the def2-TZVPD basis set).

Each line ends with the natural charge from an NBO analysis.
Element x y z (Å)
O1 -0.51590 0.05005 1.73276  -0.548
V1 0.23842 -0.55502 0.49011  1.408
C1 -2.80966 0.80117 -2.40925  -0.618
C2 -2.48056 -0.43267 -1.59249  0.133
C3 -2.42485 -1.66085 -2.50277  -0.625
O2 -1.34217 -0.24591 -0.83924  -0.882
H1 -3.77551 0.72342 -2.91260  0.201
H2 -2.02967 0.94240 -3.16722  0.187
H3 -2.80788 1.68631 -1.77354  0.215
H4 -3.33322 -0.64437 -0.90483  0.117
H5 -1.70610 -1.49163 -3.31300  0.190
H6 -3.40199 -1.85450 -2.95675  0.204
H7 -2.11695 -2.55792 -1.96548  0.191
C4 3.87289 -0.12241 2.69443  -0.617
C5 2.95630 -1.29890 2.39135  0.139
C6 2.35146 -1.88025 3.66386  -0.626
O3 1.99855 -0.97296 1.45964  -0.875
H8 3.31098 0.73584 3.07866  0.189
H9 4.36347 0.21473 1.77713  0.198
H10 4.63791 -0.37880 3.43203  0.202
H11 3.62556 -2.07235 1.95149  0.120
H12 3.13289 -2.30593 4.29743  0.197
H13 1.67053 -2.68148 3.37326  0.197
H14 1.75881 -1.12866 4.18732  0.208
N1 1.43086 -1.38095 -1.30229  -0.474
C7 2.65975 -0.92059 -1.51097  0.051
C8 3.34485 -1.06391 -2.69891  -0.207
C9 2.74683 -1.74984 -3.74377  -0.167
C10 1.49499 -2.30295 -3.50994  -0.265
C11 0.88102 -2.08663 -2.29225  0.074
H15 3.09719 -0.34340 -0.70409  0.227
H16 4.34707 -0.66627 -2.78192  0.215
H17 3.20757 -1.89680 -4.71147  0.221
H18 0.95664 -2.83995 -4.27935  0.225
H19 -0.08980 -2.50865 -2.08751  0.218
N2 -2.51966 5.06107 -0.38101  -0.426
C12 -2.28363 3.78856 -0.10378  0.026
C13 -2.70066 3.16094 1.05450  -0.250
C14 -3.49870 3.88511 1.93591  -0.170
C15 -3.88939 5.16356 1.58433  -0.267
C16 -3.31159 5.72327 0.45582  0.028
H20 -1.57921 3.28146 -0.75388  0.192
H21 -2.39912 2.15828 1.33211  0.245
H22 -3.84276 3.37608 2.82843  0.215
H23 -4.53076 5.75066 2.22805  0.217
H24 -3.55731 6.73780 0.15547  0.187
N3 1.02549 1.36658 -0.07861  -0.456
C17 1.70401 2.09692 0.79352  0.082
C18 2.05529 3.41283 0.57744  -0.246
C19 1.74962 3.98951 -0.64328  -0.145
C20 1.07027 3.21903 -1.56646  -0.252
C21 0.71168 1.92664 -1.23819  0.068
H25 1.93756 1.61074 1.73156  0.231
H26 2.62524 3.91220 1.34753  0.226
H27 2.04922 5.00556 -0.86416  0.224
H28 0.87355 3.55162 -2.57692  0.228
H29 0.15803 1.30305 -1.93099  0.236
N4 -0.47560 -2.62192 0.80440  -0.455
C22 0.35499 -3.56235 1.24918  0.070
C23 -0.06941 -4.81138 1.65495  -0.249
C24 -1.41561 -5.11461 1.56047  -0.149
C25 -2.28016 -4.14079 1.10155  -0.250
C26 -1.76596 -2.92357 0.72043  0.080
H30 1.41006 -3.31778 1.21224  0.235
H31 0.65835 -5.50104 2.05770  0.226
H32 -1.74521 -6.11397 1.81628  0.221
H33 -3.33720 -4.33795 0.99603  0.226
H34 -2.43168 -2.14548 0.36956  0.230

Summary:
E_HOMO (alpha / beta), eV: -7.6 / -7.9
Energy relative to the best compared isomer or geometry (same formula, charge and spin), kcal per mole: 0.00
Net charge: 0
Orbital gap (alpha / beta), eV: 7.97 / 8.36
Spin multiplicity: 2

---

[5]
Entry from the OMol25 dataset: a molecular structure, ITi in a non-equilibrium geometry (ωB97M-V with the def2-TZVPD basis set).

Each line ends with the natural charge from an NBO analysis.
Element x y z (Å)
Ti1 -17.58667 18.84957 -14.74432  0.215
I1 -18.53427 18.39616 -13.06096  -0.215

Summary:
E_HOMO (alpha / beta), eV: -6.3 / -9.9
Energy relative to the best compared isomer or geometry (same formula, charge and spin), kcal per mole: 89.15
Net charge: 0
Orbital gap (alpha / beta), eV: 6.06 / 9.44
Spin multiplicity: 4

---

[6]
Entry from the OMol25 dataset: 6 unconnected molecules or ions with the total composition C28H28Br4N4O8 in a non-equilibrium geometry (ωB97M-V with the def2-TZVPD basis set).

Each line ends with the Löwdin charge.
Element x y z (Å)
O1 4.74652 -4.57270 -1.60745  0.106
N1 5.40605 -4.49894 -0.62489  -0.361
O2 5.50190 -3.47866 0.06160  0.051
C1 6.27097 -5.63898 -0.18875  -0.108
C2 6.14055 -6.92104 -0.76492  -0.017
C3 6.96288 -7.91836 -0.34159  -0.100
C4 7.96129 -7.75197 0.59786  -0.068
C5 8.09379 -6.50730 1.21626  -0.056
C6 7.19915 -5.47875 0.87419  0.005
H1 5.38763 -7.02115 -1.53270  0.117
H2 6.83788 -8.82577 -0.91377  0.109
H3 8.62174 -8.60103 0.69427  0.108
H4 8.93567 -6.29936 1.85998  0.105
H5 7.18292 -4.50606 1.34323  0.109
O3 -2.63393 -1.06339 1.20281  0.061
N2 -1.55873 -1.23696 1.78007  -0.322
O4 -0.87851 -0.23272 2.00863  0.048
C7 -1.08264 -2.57793 2.23952  -0.127
C8 0.23412 -2.63841 2.65151  0.004
C9 0.69402 -3.81959 3.27529  -0.056
C10 -0.02706 -4.98934 3.18685  -0.076
C11 -1.33010 -4.94960 2.69839  -0.077
C12 -1.84492 -3.75710 2.22838  -0.011
H6 0.83600 -1.74771 2.75543  0.117
H7 1.67066 -3.87188 3.73338  0.106
H8 0.16621 -5.98237 3.56493  0.107
H9 -2.01454 -5.78485 2.71568  0.109
H10 -2.86136 -3.72758 1.86457  0.116
O5 -7.46536 7.18880 -7.64225  0.091
N3 -6.69878 6.47731 -7.03908  -0.352
O6 -5.49559 6.34812 -7.28468  0.064
C13 -7.21052 5.74801 -5.87604  -0.131
C14 -6.27521 5.04987 -5.04674  0.020
C15 -6.82056 4.43035 -3.92283  -0.070
C16 -8.19882 4.39822 -3.65471  -0.091
C17 -9.10096 5.00537 -4.46887  -0.067
C18 -8.55961 5.64258 -5.58961  -0.011
H11 -5.22647 4.92486 -5.27233  0.114
H12 -6.20357 3.87504 -3.23194  0.102
H13 -8.44391 3.85290 -2.75529  0.106
H14 -10.15732 4.97974 -4.24559  0.111
H15 -9.28006 6.21545 -6.15459  0.116
O7 -1.00592 10.85899 -2.28155  0.088
N4 -1.84612 10.01694 -2.12590  -0.393
O8 -2.65010 9.74077 -2.95231  0.103
C19 -1.86955 9.33359 -0.82548  -0.126
C20 -1.19757 9.82333 0.30878  0.004
C21 -1.09816 9.03251 1.48440  -0.047
C22 -1.65608 7.73177 1.52532  -0.082
C23 -2.37608 7.32984 0.45150  -0.098
C24 -2.61192 8.13646 -0.67164  0.012
H16 -0.63712 10.74652 0.31050  0.112
H17 -0.55091 9.34427 2.36174  0.100
H18 -1.50357 7.04287 2.34297  0.108
H19 -2.77235 6.32575 0.41706  0.107
H20 -3.11919 7.64987 -1.49158  0.113
Br1 2.75047 -10.94299 6.25819  0.617
C25 3.98709 -10.43254 7.66996  -0.742
C26 5.24329 -9.79596 7.14564  -0.631
Br2 6.45460 -9.30465 8.70859  0.541
H21 4.20627 -11.24540 8.36230  0.059
H22 3.40701 -9.65654 8.16939  0.043
H23 4.94053 -8.86974 6.65722  0.055
H24 5.74777 -10.51482 6.50001  0.057
Br3 2.85987 3.39865 -1.72658  0.543
C27 1.22868 2.93976 -2.80492  -0.675
C28 0.91691 1.46040 -2.98985  -0.693
Br4 -0.86809 1.27770 -3.75489  0.625
H25 1.43842 3.47413 -3.73151  0.043
H26 0.42437 3.45547 -2.28030  0.040
H27 0.99349 1.06657 -1.97638  0.050
H28 1.68254 0.83936 -3.45486  0.066

Summary:
E_HOMO, eV: -9.9
Energy relative to the best compared isomer or geometry (same formula, charge and spin), kcal per mole: 62.85
Net charge: 0
Orbital gap, eV: 9.23

---

no.,E_tot (eV)
1,-11322.07076
2,-18963.02075
3,-85661.52235
4,-65305.53835
5,-31209.21830
6,-331987.37137